# 1
15
Properties=species:S:1:pos:R:3:mulliken_charge:R:1 method="wB97M-V/def2-TZVPD" relative_energy_kj_mol=1473.1 lumo_energy_ev=-4.97 e_tot_ha=-436.58230 homo_lumo_gap_ev=3.807 total_charge=0
O 2.21 0.60 -2.78 -0.775
C 0.23 -0.88 -1.62 -0.543
N -0.40 -1.20 0.59 -0.227
C 0.21 -0.45 -0.34 0.499
C 0.76 1.14 -0.07 -0.110
O 0.21 1.70 0.99 -0.501
C -1.29 -0.47 1.69 -0.079
O -2.42 -1.05 2.13 -0.401
H -0.52 -1.36 -2.12 0.327
H 0.78 -0.19 -2.26 0.312
H -1.60 0.51 1.21 0.295
H 0.52 1.43 -1.10 0.304
H 1.86 1.06 -0.05 0.386
H 3.00 0.93 -3.15 0.206
H -0.65 -0.16 2.70 0.307

# 2
16
Properties=species:S:1:pos:R:3:mulliken_charge:R:1 method="wB97M-V/def2-TZVPD" relative_energy_kj_mol=525.1 lumo_energy_ev=0.67 e_tot_ha=-512.18247 homo_lumo_gap_ev=9.280 total_charge=0 smiles="C/C(O)=[N+](/[O-])O.C=C=O"
C 0.39 1.88 -0.05 1.039
C -0.68 1.75 -0.77 -1.049
C -0.33 -1.16 0.92 -1.196
C 1.02 -0.60 0.61 0.261
N 1.52 -0.56 -0.58 0.818
O 2.68 -0.18 -0.86 -0.830
O 1.31 2.17 0.60 -0.357
O 0.69 -0.90 -1.66 -0.442
O 1.84 -0.28 1.62 -0.483
H -1.21 2.65 -1.04 0.299
H 1.22 -0.71 -2.46 0.375
H -1.05 0.82 -1.16 0.204
H -0.84 -0.52 1.64 0.296
H -0.22 -2.15 1.37 0.352
H -0.91 -1.25 0.01 0.335
H 2.67 0.06 1.23 0.378

# 3
14
Properties=species:S:1:pos:R:3:mulliken_charge:R:1 method="wB97M-V/def2-TZVPD" relative_energy_kj_mol=131.5 lumo_energy_ev=0.33 e_tot_ha=-684.75698 homo_lumo_gap_ev=8.419 total_charge=0 smiles="CCN(C=O)C=S"
C 0.18 1.73 0.44 -0.991
C 0.71 0.60 -0.40 -0.655
C 0.05 -1.45 1.08 -0.021
C -0.91 -1.15 -1.16 -0.103
H -0.71 2.24 -0.03 0.256
H 0.86 2.53 0.46 0.364
H -0.03 1.32 1.38 0.356
H 1.70 0.32 0.03 0.314
H 0.88 0.81 -1.41 0.461
H 0.54 -0.87 1.83 0.337
H -0.97 -0.42 -1.99 0.223
N -0.03 -0.71 -0.19 0.098
O -0.35 -2.54 1.22 -0.390
S -1.92 -2.41 -1.25 -0.251

# 4
14
Properties=species:S:1:pos:R:3:mulliken_charge:R:1 method="wB97M-V/def2-TZVPD" relative_energy_kj_mol=219.9 lumo_energy_ev=0.59 e_tot_ha=-684.72330 homo_lumo_gap_ev=9.647 total_charge=0
C -0.10 -0.04 -1.19 -0.541
C 0.90 1.04 -0.76 -0.070
C -0.27 -1.16 -0.19 0.531
C -1.15 -0.63 0.97 -1.228
N 1.90 0.83 -0.02 -0.430
O 0.01 -2.28 -0.55 -0.521
S 2.66 -0.64 0.29 -0.090
H 0.28 -0.45 -2.06 0.337
H -1.12 0.22 -1.50 0.442
H 0.69 2.10 -1.04 0.360
H -1.89 0.05 0.68 0.357
H -0.53 -0.20 1.81 0.290
H -1.63 -1.39 1.58 0.386
H 3.87 -0.05 0.82 0.176

# 5
14
Properties=species:S:1:pos:R:3:mulliken_charge:R:1 method="wB97M-V/def2-TZVPD" relative_energy_kj_mol=459.2 lumo_energy_ev="-0.27 / -0.56" e_tot_ha=-684.63216 homo_lumo_gap_ev="7.170 / 6.625" total_charge=0
C -1.24 1.84 0.13 -0.344
C -1.33 0.53 -0.28 0.070
C 0.79 -1.82 0.91 -0.921
C 0.71 -0.84 -0.31 -0.470
N -0.70 -0.54 -0.62 -0.155
O 0.56 3.55 -1.45 -0.544
S -0.50 3.40 -0.35 0.293
H -1.88 2.23 0.90 0.269
H 0.37 -2.73 0.53 0.347
H 1.93 -1.70 1.22 0.264
H 0.22 -1.30 1.63 0.295
H 1.24 0.05 0.00 0.347
H 1.06 -1.38 -1.26 0.304
H -1.23 -1.28 -1.04 0.244

# 6
14
Properties=species:S:1:pos:R:3:mulliken_charge:R:1 method="wB97M-V/def2-TZVPD" relative_energy_kj_mol=230.8 lumo_energy_ev=0.82 e_tot_ha=-684.71916 homo_lumo_gap_ev=9.648 total_charge=0 smiles="CS[C@@H]1CC=NO1"
C 1.77 -0.68 -0.55 -0.778
C -0.50 0.77 -0.11 0.079
C -0.41 0.66 1.39 -0.725
C -0.90 -0.76 1.55 -0.128
H 1.83 -0.67 0.57 0.202
H 1.18 -1.58 -0.77 0.278
H 2.73 -0.86 -1.03 0.358
H -1.09 1.58 -0.55 0.280
H -1.02 1.31 1.98 0.317
H 0.60 0.80 1.76 0.277
H -1.04 -1.35 2.43 0.418
N -1.36 -1.26 0.46 -0.277
O -1.26 -0.41 -0.56 -0.205
S 1.04 0.81 -1.04 -0.095

# 7
14
Properties=species:S:1:pos:R:3:mulliken_charge:R:1 method="wB97M-V/def2-TZVPD" relative_energy_kj_mol=317.7 lumo_energy_ev=0.80 e_tot_ha=-684.68605 homo_lumo_gap_ev=9.567 total_charge=0 smiles="C=COCSN=C"
C -1.63 -2.27 0.35 -0.755
C -1.15 -1.07 0.32 0.198
C -0.83 1.29 0.13 -0.454
C 2.77 0.87 -0.63 -0.265
H -2.66 -2.37 0.06 0.257
H -1.13 -3.11 0.79 0.281
H -0.13 -0.94 0.82 0.185
H -1.61 2.13 0.10 0.296
H -0.52 1.40 1.18 0.363
H 3.12 1.61 -1.49 0.186
H 3.42 0.16 -0.11 0.256
N 1.56 0.65 -0.26 -0.228
O -1.60 0.12 -0.21 -0.340
S 0.39 1.54 -1.06 0.020

# 8
14
Properties=species:S:1:pos:R:3:mulliken_charge:R:1 method="wB97M-V/def2-TZVPD" relative_energy_kj_mol=270.4 lumo_energy_ev=0.41 e_tot_ha=-684.70409 homo_lumo_gap_ev=8.873 total_charge=0 smiles="OC/C=C/NC=S"
C 2.76 -0.02 -0.01 -0.545
C 1.59 1.00 -0.18 -0.362
C 0.42 0.55 0.31 0.029
C -1.95 0.62 -0.01 -0.125
H 2.10 -1.56 -0.88 0.330
H 3.43 0.19 0.85 0.261
H 3.32 -0.04 -0.95 0.342
H 1.90 1.93 -0.80 0.217
H 0.42 -0.38 1.10 0.278
H -0.84 2.32 -0.35 0.351
H -2.78 1.35 -0.11 0.264
N -0.77 1.26 0.14 -0.212
O 2.35 -1.38 0.08 -0.514
S -2.37 -0.90 -0.07 -0.315